Version P
ORCA calculation (ωB97M-V/def2-TZVPD) on C22H23BrCsN7O2S2 as an isolated structure.

Each line ends with the Mulliken charge.
Positions of all 58 atoms, in Å:
1 Cs -0.8837 -1.9406 -2.7237  1.13
2 C 0.0945 0.3003 3.3096  -1.19
3 C 1.1512 0.0620 2.2998  1.07
4 N 2.3730 0.4973 2.3496  -0.81
5 N 2.9335 0.0350 1.1956  0.25
6 C 2.0963 -0.6979 0.4389  0.18
7 S 2.4069 -1.4587 -1.0261  -0.47
8 N 0.9484 -0.6687 1.1561  0.52
9 N -0.1955 -1.3751 0.7805  -0.73
10 H 0.5013 0.9211 4.1023  0.24
11 H -0.2611 -0.6410 3.7328  0.41
12 H -0.7546 0.8180 2.8571  0.19
13 H 3.8902 0.2361 0.9677  0.16
14 H -0.9213 -1.2096 1.4695  0.34
15 H -0.5464 -0.9175 -0.0720  -0.27
16 Br 0.9725 3.9003 4.5469  -0.18
17 C -0.2417 4.2960 3.1449  -0.04
18 C -1.4752 3.6648 3.1137  -0.44
19 C -2.3622 3.9444 2.0868  -0.26
20 C -2.0204 4.8765 1.1104  0.30
21 C -0.8025 5.5390 1.1833  -0.37
22 C 0.1041 5.2325 2.1867  -0.52
23 N -2.9851 5.3280 0.1467  -0.44
24 N -3.6201 4.5380 -0.5725  -0.52
25 C -3.2770 3.1561 -0.6451  -0.04
26 C -4.3023 2.2425 -0.5302  -0.35
27 C -4.0836 0.8701 -0.5358  -0.80
28 C -2.8018 0.3215 -0.7289  0.47
29 O -2.5601 -0.9273 -0.7398  -0.87
30 C -1.7325 1.2956 -0.9791  0.13
31 N -0.5098 0.7831 -1.2887  -0.10
32 C 0.4760 1.5941 -1.5873  -0.53
33 C 0.3202 2.9914 -1.6370  -1.11
34 C -0.8933 3.5302 -1.3217  -0.38
35 C -1.9687 2.6911 -0.9455  0.69
36 H -1.7473 2.9683 3.8952  0.59
37 H -3.3246 3.4526 2.0536  0.43
38 H -0.5694 6.2992 0.4486  0.40
39 H 1.0618 5.7323 2.2349  0.43
40 H -5.3065 2.6274 -0.3901  0.41
41 H -4.9104 0.1848 -0.4001  0.44
42 H 1.4327 1.1315 -1.8117  0.51
43 H 1.1521 3.6174 -1.9311  0.42
44 H -1.0461 4.5989 -1.3833  0.73
45 O 0.4368 -4.6414 -2.7351  -0.73
46 S 1.2657 -4.9427 -1.5125  0.53
47 C 1.4366 -6.7497 -1.4878  -0.84
48 C 2.4545 -7.0905 -2.5620  -0.55
49 C 3.6159 -6.1377 -2.2937  -0.66
50 C 3.0109 -4.7556 -2.0322  -0.52
51 H 0.4400 -7.1630 -1.6340  0.42
52 H 1.7951 -7.0205 -0.4908  0.37
53 H 2.0221 -6.9052 -3.5469  0.27
54 H 2.7581 -8.1368 -2.5172  0.35
55 H 4.3250 -6.1028 -3.1208  0.31
56 H 4.1651 -6.4736 -1.4112  0.29
57 H 2.9315 -4.1535 -2.9381  0.32
58 H 3.5314 -4.1679 -1.2797  0.36

Properties
- net charge = 0
- orbital gap (eV) = 6.678

=====

Version Q
ORCA calculation (ωB97M-V/def2-TZVPD) on C22H23BrCsN7O2S2 as an isolated structure.

Each line ends with the Mulliken charge.
Positions of all 58 atoms, in Å:
1 Cs -0.6329 0.2113 -0.8736  1.24
2 C 0.4860 -4.4134 2.7103  -1.28
3 C -0.2153 -3.1929 3.1674  0.94
4 N -0.8843 -3.0748 4.2715  -0.81
5 N -1.3575 -1.8069 4.2438  0.23
6 C -1.0029 -1.1088 3.1458  0.09
7 S -1.4134 0.4639 2.7266  -0.44
8 N -0.2426 -2.0275 2.4591  0.45
9 N 0.2557 -1.8358 1.1740  -0.79
10 H 0.3539 -5.1947 3.4524  0.34
11 H 1.5538 -4.2310 2.5814  0.34
12 H 0.0808 -4.7489 1.7550  0.30
13 H -1.9413 -1.4619 4.9860  0.17
14 H 0.5352 -0.8563 1.1390  0.29
15 H 1.1258 -2.3495 1.0431  0.15
16 Br 1.7275 -7.0002 -6.6085  -0.20
17 C 2.4757 -5.2589 -6.6047  0.09
18 C 1.6320 -4.1638 -6.5369  -0.53
19 C 2.1699 -2.8907 -6.5249  0.09
20 C 3.5500 -2.7340 -6.5835  0.02
21 C 4.3924 -3.8346 -6.6973  -0.33
22 C 3.8545 -5.1083 -6.6878  -0.46
23 N 4.1153 -1.4330 -6.7210  -0.78
24 N 3.9380 -0.5158 -5.9025  -0.16
25 C 3.3272 -0.6463 -4.6492  -0.09
26 C 3.4270 -1.7459 -3.8164  -0.38
27 C 2.8976 -1.7374 -2.5370  -0.88
28 C 2.2165 -0.6351 -1.9981  0.38
29 O 1.7135 -0.6383 -0.8287  -0.92
30 C 2.1058 0.5434 -2.8682  0.23
31 N 1.4431 1.6248 -2.3929  -0.61
32 C 1.3823 2.7084 -3.1243  -0.46
33 C 1.9929 2.8116 -4.3905  -0.59
34 C 2.6337 1.7228 -4.9055  -0.49
35 C 2.7011 0.5324 -4.1524  1.26
36 H 0.5617 -4.3095 -6.4914  0.41
37 H 1.5242 -2.0262 -6.4597  0.39
38 H 5.4594 -3.6868 -6.7840  0.42
39 H 4.4941 -5.9760 -6.7570  0.41
40 H 3.9624 -2.6322 -4.1301  0.38
41 H 3.0264 -2.6038 -1.9014  0.42
42 H 0.8502 3.5622 -2.7136  0.43
43 H 1.9405 3.7443 -4.9355  0.39
44 H 3.1034 1.7572 -5.8782  0.48
45 O -2.8369 1.5474 -0.6400  -0.68
46 S -2.5507 2.7429 0.2162  0.43
47 C -2.9486 4.2064 -0.7864  -0.70
48 C -4.4344 4.4745 -0.6031  -0.61
49 C -4.6859 4.2828 0.8855  -0.62
50 C -4.0406 2.9580 1.2583  -0.65
51 H -2.6424 3.9607 -1.8016  0.36
52 H -2.3333 5.0298 -0.4195  0.39
53 H -5.0092 3.7455 -1.1776  0.29
54 H -4.7095 5.4697 -0.9522  0.35
55 H -5.7467 4.2828 1.1376  0.33
56 H -4.2178 5.0965 1.4459  0.27
57 H -4.6482 2.1001 0.9697  0.31
58 H -3.7685 2.8597 2.3060  0.40

Properties
- net charge = 0
- orbital gap (eV) = 6.602

=====

On energetic grounds, version P is preferred over the next structure by 28.0 kcal/mol.

=====

Version P
ORCA calculation (ωB97M-V/def2-TZVPD) on a 2-piece molecular cluster, C6H9N3O4 overall.

Each line ends with the Mulliken charge.
Positions of all 22 atoms, in Å:
1 C 2.1364 0.7695 -2.8817  -0.51
2 C 0.9034 0.6470 -2.1380  0.74
3 C 1.2345 -0.0002 -0.8739  -0.62
4 C -1.9673 -1.7254 2.7145  -1.30
5 C -1.4503 -0.7906 1.6369  -0.11
6 C 0.2683 0.8022 1.5308  0.18
7 N 3.1131 0.3113 -2.1765  -0.85
8 N 2.5430 -0.1425 -1.0049  0.31
9 N -0.3072 0.9863 -2.5393  0.79
10 O -0.6201 1.3192 -3.6580  -0.59
11 O -1.3139 0.9418 -1.6274  -0.44
12 O -0.3589 1.5515 0.8175  -0.65
13 O -0.1412 -0.3372 2.0144  -0.24
14 H 2.2703 1.2077 -3.8465  0.48
15 H -1.9263 -1.2350 3.6830  0.33
16 H -2.9979 -1.9957 2.5003  0.38
17 H -1.3630 -2.6283 2.7564  0.32
18 H -2.1052 0.0793 1.5210  0.37
19 H -1.3639 -1.3005 0.6712  0.29
20 H 1.2605 1.0484 1.9292  0.43
21 H 3.1597 -0.5706 -0.3298  0.25
22 H -0.9740 1.0617 -0.6991  0.44

Properties
- net charge = 0
- orbital gap (spin up / spin down) (eV) = 8.039 / 8.038

=====

Version Q
ORCA calculation (ωB97M-V/def2-TZVPD) on a 2-piece molecular cluster, C6H9N3O4 overall.

Each line ends with the Mulliken charge.
Positions of all 22 atoms, in Å:
1 C -2.9395 -1.6090 0.7159  0.30
2 C -0.0610 -0.9128 -1.1973  -1.66
3 C 0.3504 1.2883 -0.1907  -1.79
4 C -0.1372 -0.5543 1.4029  -1.47
5 C -1.9089 0.4582 -0.1224  -0.46
6 C -0.4850 0.0171 0.0207  1.55
7 N -3.5656 -2.4379 1.1348  -0.45
8 N -2.5969 1.2079 0.9167  1.24
9 N -2.5684 0.4373 -1.4257  1.09
10 O -3.8309 1.4015 0.8329  -0.56
11 O -1.9454 1.6422 1.8171  -0.58
12 O -2.6850 1.5289 -1.9783  -0.57
13 O -2.9263 -0.5896 -1.8954  -0.47
14 H -0.6551 -1.8604 -0.9918  0.39
15 H -0.2551 -0.5074 -2.1407  0.49
16 H 1.0674 -1.1578 -1.0844  0.39
17 H 0.1808 2.0232 0.6925  0.34
18 H 1.4437 1.2301 -0.0849  0.45
19 H 0.2486 1.6534 -1.1050  0.55
20 H 0.8790 -0.6064 1.5305  0.54
21 H -0.7348 0.0243 2.0966  0.42
22 H -0.4977 -1.6854 1.3517  0.29

Properties
- net charge = 0
- orbital gap (spin up / spin down) (eV) = 7.571 / 7.587

=====

On energetic grounds, version P is preferred over the next structure by 145.0 kcal/mol.

=====

Version P
ORCA calculation (ωB97M-V/def2-TZVPD) on a 2-piece molecular cluster, C6H11N3O overall.

Each line ends with the Mulliken charge.
Positions of all 21 atoms, in Å:
1 N 1.2550 -1.7329 1.3030  -0.59
2 C 1.0093 -0.3202 1.0679  0.00
3 C 1.9023 0.3233 0.0296  -0.52
4 C 1.4757 1.2776 -0.8019  -0.23
5 C 0.0740 1.8183 -0.7617  -0.89
6 N -0.7249 1.3287 0.3636  -0.41
7 C -0.4731 -0.0674 0.7039  0.14
8 C -0.9262 -0.9524 -0.4005  0.09
9 N -1.0104 -1.6337 -1.3530  -0.66
10 H 1.4214 -2.2270 0.4299  0.28
11 H 2.0780 -1.8618 1.8828  0.27
12 H 1.1575 0.1920 2.0325  0.38
13 H 2.9336 -0.0359 -0.0179  0.34
14 H 2.1127 1.6248 -1.6187  0.39
15 H 0.0918 2.9159 -0.7121  0.47
16 H -0.4401 1.5711 -1.7064  0.28
17 H -0.5338 1.8878 1.1912  0.34
18 H -1.0955 -0.3308 1.5720  0.36
19 O -3.6989 -1.4417 -0.8462  -0.70
20 H -3.5856 -0.4637 -0.8269  0.32
21 H -3.0227 -1.8719 -1.5310  0.36

Properties
- net charge = 0
- structure (SMILES) = N#C[C@@H]1NCC=C[C@@H]1N.O
- orbital gap (eV) = 10.103

=====

Version Q
ORCA calculation (ωB97M-V/def2-TZVPD) on an isolated molecule of C6H11N3O.

Each line ends with the Mulliken charge.
Positions of all 21 atoms, in Å:
1 C -1.7629 0.1776 -1.0857  -1.04
2 C -1.8085 -1.0878 -0.1729  -0.62
3 C -0.9280 0.6617 1.1024  -0.66
4 C -0.7247 1.0690 -0.3442  0.04
5 C -0.6380 -0.7826 0.7825  -0.40
6 C 2.7978 0.3148 0.0038  -0.25
7 N 0.4932 0.5220 -0.8289  -0.54
8 N 0.5196 -0.6460 -0.0718  -0.10
9 N 1.4036 0.3561 0.3857  -0.04
10 O 3.3560 -0.7907 -0.6042  -0.48
11 H -1.3573 -0.0382 -1.9986  0.49
12 H -2.7338 0.7381 -1.1031  0.34
13 H -2.7100 -0.9732 0.4797  0.29
14 H -1.6627 -2.0416 -0.7779  0.34
15 H -0.2561 1.1452 1.7684  0.30
16 H -1.8918 0.7164 1.4617  0.39
17 H -0.7894 2.1310 -0.5739  0.55
18 H -0.4905 -1.4357 1.6027  0.53
19 H 2.9167 1.1752 -0.7978  0.26
20 H 3.2314 0.4387 1.0359  0.29
21 H 3.0354 -1.6499 -0.2638  0.31

Properties
- net charge = 0
- structure (SMILES) = OCn1n2n1[C@H]1CC[C@@H]2C1
- orbital gap (eV) = 10.063

=====

On energetic grounds, version P is preferred over the next structure by 77.7 kcal/mol.

=====

Version P
ORCA calculation (ωB97M-V/def2-TZVPD) on an isolated molecule of C24H34O5.

Each line ends with the Mulliken charge.
Positions of all 63 atoms, in Å:
1 C -4.0884 -2.7136 0.1704  -2.01
2 H -3.2621 -3.3998 0.0074  0.37
3 H -4.3942 -2.7800 1.2118  0.39
4 H -4.9214 -3.0435 -0.4466  0.52
5 C -3.7206 -1.2747 -0.1955  0.76
6 H -3.6108 -1.2175 -1.2808  0.30
7 C -4.8880 -0.3508 0.1914  -1.20
8 C -4.9126 0.9285 -0.6541  0.16
9 C -5.8666 1.9414 -0.0890  0.12
10 O -6.8382 2.3827 -0.6422  -0.58
11 O -5.5212 2.3283 1.1508  -0.43
12 H -6.1571 2.9804 1.4833  0.33
13 H -3.9168 1.3755 -0.6794  0.08
14 H -5.2165 0.7015 -1.6760  0.37
15 H -5.8324 -0.8793 0.0466  0.44
16 H -4.8118 -0.0899 1.2481  0.41
17 C -2.4169 -0.7653 0.4512  -0.26
18 C -2.0885 -1.3463 1.8296  -1.04
19 C -0.6274 -0.9679 2.0175  -0.99
20 C -0.0184 -1.3244 0.6599  -0.96
21 H 0.0645 -2.4158 0.6074  0.41
22 C 1.4019 -0.7672 0.4861  0.11
23 C 2.2761 -1.6399 -0.3965  -0.04
24 O 1.9020 -2.6613 -0.9155  -0.64
25 C 3.6865 -1.1266 -0.5397  -0.70
26 H 4.2227 -1.7655 -1.2442  0.35
27 H 4.1821 -1.2152 0.4302  0.38
28 C 3.7379 0.3317 -1.0150  -0.49
29 C 5.2014 0.7918 -1.0454  -1.18
30 C 5.7707 0.8998 0.3489  0.53
31 O 6.7852 0.3492 0.6925  -0.59
32 C 4.9557 1.7776 1.2678  -0.86
33 H 5.3560 1.7076 2.2808  0.43
34 H 5.0825 2.8098 0.9339  0.41
35 C 3.4739 1.3896 1.2649  -1.15
36 H 3.3811 0.4476 1.8053  0.43
37 H 2.9102 2.1401 1.8234  0.44
38 C 2.8702 1.2571 -0.1451  1.72
39 C 2.7931 2.6579 -0.7731  -2.20
40 H 1.9687 3.2191 -0.3390  0.39
41 H 3.7049 3.2193 -0.5952  0.53
42 H 2.6467 2.6045 -1.8484  0.49
43 C 1.4350 0.6775 -0.0330  -1.22
44 C 0.6616 0.6837 -1.3599  -0.84
45 C -0.7902 0.4278 -1.0390  -0.90
46 O -1.6432 1.2426 -1.2967  -0.58
47 C -1.0960 -0.9019 -0.3734  2.51
48 C -1.1506 -1.9176 -1.5258  -1.70
49 H -0.1469 -2.1322 -1.8815  0.40
50 H -1.5851 -2.8508 -1.1827  0.36
51 H -1.7394 -1.5417 -2.3596  0.47
52 H 0.7233 1.6455 -1.8658  0.68
53 H 1.0382 -0.0979 -2.0202  0.31
54 H 0.8877 1.3119 0.6750  0.95
55 H 5.8040 0.0907 -1.6255  0.44
56 H 5.2703 1.7725 -1.5192  0.42
57 H 3.3543 0.3634 -2.0407  0.62
58 H 1.8641 -0.8031 1.4795  0.63
59 H -0.1525 -1.5089 2.8359  0.44
60 H -0.5357 0.1034 2.2090  0.43
61 H -2.7350 -0.9414 2.6065  0.36
62 H -2.1761 -2.4314 1.8337  0.48
63 H -2.5519 0.3115 0.5949  0.20

Properties
- net charge = 0
- structure (SMILES) = C[C@@H](CCC(=O)O)[C@H]1CC[C@@H]2[C@H]3C(=O)C[C@@H]4CC(=O)CC[C@]4(C)[C@H]3CC(=O)[C@@]21C
- orbital gap (eV) = 9.943

=====

Version Q
ORCA calculation (ωB97M-V/def2-TZVPD) on an isolated molecule of C24H34O5.

Each line ends with the Mulliken charge.
Positions of all 63 atoms, in Å:
1 C 3.5923 1.7312 -1.2531  -1.96
2 H 3.4042 1.6321 -0.1887  0.30
3 H 4.6575 1.9088 -1.3888  0.58
4 H 3.0454 2.6018 -1.6054  0.32
5 C 3.1584 0.4831 -2.0252  1.19
6 C 1.6510 0.2292 -1.8618  -0.17
7 H 1.1267 1.0761 -2.3176  0.68
8 C 1.1249 0.1090 -0.4142  1.89
9 C 0.7705 1.4021 0.2813  -0.32
10 O 0.8410 2.4976 -0.2162  -0.62
11 C 0.1193 1.1713 1.6327  -0.90
12 H 0.7777 0.5708 2.2557  0.44
13 H -0.0364 2.1392 2.1094  0.52
14 C -1.2347 0.4625 1.4303  -0.49
15 H -1.8486 1.1377 0.8201  0.32
16 C -1.9969 0.2290 2.7596  1.99
17 C -1.1769 -0.5944 3.7597  -1.84
18 H -0.9458 -1.5839 3.3739  0.36
19 H -0.2443 -0.0971 4.0105  0.44
20 H -1.7405 -0.7196 4.6819  0.49
21 C -2.3089 1.6120 3.3870  -1.49
22 C -3.6758 1.6900 4.0615  -1.13
23 C -4.7797 1.4571 3.0569  0.20
24 O -5.8445 2.0166 3.0985  -0.60
25 C -4.4124 0.4474 1.9942  -0.55
26 H -5.3137 -0.0934 1.6994  0.45
27 H -4.0733 0.9925 1.1097  0.29
28 C -3.3322 -0.5113 2.4950  -0.27
29 H -3.6841 -0.9162 3.4506  0.60
30 C -3.1840 -1.7134 1.5483  -1.55
31 C -2.4457 -1.3303 0.2924  0.27
32 O -2.9310 -1.3768 -0.8074  -0.59
33 C -1.0510 -0.8221 0.5938  0.42
34 C -0.2791 -0.4947 -0.6770  -1.14
35 C 0.0179 -1.6348 -1.6450  -1.59
36 H -0.8604 -1.8908 -2.2337  0.56
37 H 0.3268 -2.5254 -1.0968  0.35
38 C 1.1671 -1.0888 -2.5132  -0.93
39 H 0.8212 -0.9061 -3.5295  0.38
40 H 1.9824 -1.8095 -2.5518  0.23
41 H -0.8609 0.2582 -1.2229  0.53
42 H -0.5299 -1.5849 1.1765  0.46
43 H -2.6255 -2.5058 2.0497  0.43
44 H -4.1703 -2.1016 1.2897  0.48
45 H -3.7667 0.9341 4.8458  0.38
46 H -3.8188 2.6642 4.5315  0.46
47 H -2.2851 2.3822 2.6139  0.55
48 H -1.5381 1.8604 4.1177  0.53
49 C 2.0214 -0.8074 0.4240  -2.01
50 H 1.5083 -1.2152 1.2894  0.53
51 H 2.3688 -1.6396 -0.1803  0.46
52 H 2.8937 -0.2632 0.7785  0.36
53 H 3.7092 -0.3767 -1.6351  0.19
54 C 3.5514 0.6934 -3.5001  -1.28
55 C 3.7697 -0.5753 -4.3440  -0.50
56 C 4.7527 -1.4939 -3.6720  0.47
57 O 4.4752 -2.3887 -2.9162  -0.57
58 O 6.0176 -1.1945 -3.9881  -0.47
59 H 6.6355 -1.7803 -3.5228  0.36
60 H 2.8366 -1.1112 -4.4956  0.29
61 H 4.1802 -0.2785 -5.3097  0.44
62 H 4.4879 1.2549 -3.5224  0.45
63 H 2.7922 1.3041 -3.9915  0.35

Properties
- net charge = 0
- structure (SMILES) = C[C@H](CCC(=O)O)[C@H]1CC[C@H]2[C@@H]3C(=O)C[C@@H]4CC(=O)CC[C@]4(C)[C@H]3CC(=O)[C@]12C
- orbital gap (eV) = 9.875

=====

On energetic grounds, version P is preferred over the next structure by 2.4 kcal/mol.